# 1
ORCA calculation (ωB97M-V/def2-TZVPD) on the molecule C4H5NO.

Geometry (Å):
O (2.306, -0.462, 0.914)
C (1.403, 0.284, 0.779)
C (0.404, -0.344, -1.053)
N (-0.882, 0.332, -0.829)
C (-1.205, -0.142, 0.501)
C (-0.051, 0.770, 0.316)
H (0.948, 0.089, -1.892)
H (0.387, -1.442, -1.034)
H (-1.034, -1.188, 0.757)
H (-2.116, 0.294, 0.904)
H (-0.161, 1.809, 0.637)

Output
- Relative energy (zero: lowest compared OMol25 entry of this formula, charge and spin): 6.6895 eV
- Total charge: 0
- Frontier orbital gap (spin up / spin down): 7.41 / 7.40 eV
- DFT total energy: -285.168750 hartree
- Largest force on an atom: 0.019 hartree/bohr



# 2
ORCA calculation (ωB97M-V/def2-TZVPD) on a cluster of 4 separate species, C29H57IO10 in total at a distorted geometry.

Geometry (Å):
C (0.227, 5.121, 2.132)
C (1.371, 4.073, 2.739)
C (1.522, 2.704, 1.796)
C (1.745, 1.354, 2.758)
C (0.948, 0.126, 2.016)
C (-0.056, -0.733, 3.004)
C (-0.047, -2.372, 2.670)
C (-0.224, -2.709, 1.074)
O (1.097, -2.829, 0.439)
C (1.093, -2.368, -0.958)
C (0.593, -0.907, -1.508)
O (1.596, -3.235, -1.876)
O (0.519, -0.759, 4.391)
C (-0.496, -1.193, 5.364)
O (-0.312, -1.738, 6.570)
O (-1.767, -0.919, 4.613)
C (-1.527, -0.126, 3.398)
C (-1.729, 1.485, 3.623)
C (-1.835, 1.927, 5.229)
O (-0.807, 2.607, 5.786)
I (-3.562, 1.408, 6.515)
O (-2.310, -0.375, 2.178)
C (-3.725, -0.657, 2.465)
C (-4.706, -0.555, 1.149)
C (-3.924, -0.355, -0.279)
C (-5.858, 0.610, 1.238)
C (-7.288, 0.042, 1.891)
C (-5.358, 2.018, 1.933)
H (-0.820, 4.963, 2.674)
H (0.107, 5.019, 0.960)
H (0.574, 6.212, 2.430)
H (2.425, 4.567, 2.864)
H (0.991, 3.811, 3.839)
H (2.382, 2.832, 0.998)
H (0.508, 2.651, 1.180)
H (2.893, 1.057, 2.826)
H (1.329, 1.653, 3.810)
H (1.789, -0.549, 1.503)
H (0.266, 0.486, 1.105)
H (0.988, -2.789, 3.046)
H (-0.888, -2.958, 3.240)
H (-0.957, -1.954, 0.562)
H (-0.740, -3.785, 1.021)
H (0.596, -0.964, -2.690)
H (-0.551, -0.748, -1.210)
H (1.195, 0.008, -1.094)
H (-0.892, 2.164, 3.166)
H (-2.753, 1.868, 3.144)
H (-3.773, -1.789, 2.830)
H (-4.083, 0.000, 3.381)
H (-5.289, -1.592, 1.064)
H (-4.603, -0.856, -1.123)
H (-3.902, 0.799, -0.549)
H (-2.877, -0.874, -0.350)
H (-6.139, 0.890, 0.112)
H (-7.594, -1.004, 1.408)
H (-7.133, -0.015, 3.050)
H (-8.141, 0.802, 1.617)
H (-6.158, 2.870, 1.695)
H (-4.288, 2.339, 1.513)
H (-5.356, 1.843, 3.096)
C (3.396, 2.641, -3.525)
C (2.050, 1.937, -3.572)
C (1.316, 2.230, -4.871)
O (1.253, 2.368, -2.471)
H (3.272, 3.728, -3.583)
H (3.908, 2.431, -2.580)
H (4.039, 2.319, -4.350)
H (2.196, 0.856, -3.467)
H (1.118, 3.302, -4.976)
H (0.343, 1.726, -4.885)
H (1.896, 1.895, -5.736)
H (1.118, 3.327, -2.556)
C (3.681, -4.005, 3.362)
C (3.454, -5.468, 3.016)
C (4.325, -5.904, 1.849)
O (2.083, -5.666, 2.682)
H (3.426, -3.358, 2.515)
H (3.038, -3.702, 4.196)
H (4.724, -3.822, 3.640)
H (3.671, -6.091, 3.891)
H (4.093, -5.324, 0.949)
H (4.142, -6.955, 1.604)
H (5.388, -5.778, 2.082)
H (1.881, -5.117, 1.906)
C (3.338, 0.172, -8.330)
C (1.830, 0.340, -8.424)
C (1.304, -0.121, -9.774)
O (1.495, 1.712, -8.229)
H (3.848, 0.772, -9.092)
H (3.704, 0.519, -7.358)
H (3.627, -0.876, -8.460)
H (1.346, -0.232, -7.625)
H (1.741, 0.469, -10.587)
H (0.219, 0.017, -9.831)
H (1.532, -1.177, -9.946)
H (1.921, 2.227, -8.934)

Output
- Total charge: 0
- Frontier orbital gap: 9.72 eV
- DFT total energy: -2188.834420 hartree
- Largest force on an atom: 0.192 hartree/bohr
- SMILES: CCCCC[C@@]1(CCOC(C)=O)OC(=O)O[C@]1(CC(=O)I)OC[C@H](C)C(C)C.CC(C)O.CC(C)O.CC(C)O



# 3
ORCA calculation (ωB97M-V/def2-TZVPD) on a cluster of 2 separate species, C2H5OP in total at a distorted geometry.

Geometry (Å):
C (1.619, -0.618, 0.438)
P (0.819, 0.828, 0.706)
C (0.707, -0.414, -0.730)
H (2.279, -1.284, 0.736)
H (0.890, 0.172, -1.595)
H (-0.209, -1.001, -0.837)
O (-2.079, 0.570, 0.717)
H (-2.428, 0.398, -0.166)
H (-1.598, 1.350, 0.732)

Output
- Relative energy (zero: lowest compared OMol25 entry of this formula, charge and spin): 2.6811 eV
- Total charge: 0
- Frontier orbital gap: 9.03 eV
- DFT total energy: -495.681995 hartree
- Largest force on an atom: 0.128 hartree/bohr
- SMILES: C1=PC1.O



# 4
ORCA calculation (ωB97M-V/def2-TZVPD) on a cluster of 2 separate species, C3H10O2S in total at a distorted geometry.

Geometry (Å):
C (-2.230, -0.828, -0.285)
O (-2.292, 0.547, -0.563)
C (-1.037, 1.203, -0.344)
S (-0.572, 1.314, 1.422)
C (0.849, 0.220, 1.275)
H (-3.106, -1.390, -0.653)
H (-2.170, -0.947, 0.809)
H (-1.321, -1.260, -0.737)
H (-0.219, 0.778, -0.957)
H (-1.214, 2.239, -0.690)
H (1.282, 0.108, 2.284)
H (1.649, 0.528, 0.581)
H (0.459, -0.760, 0.950)
O (3.661, -0.764, -1.086)
H (3.491, 0.128, -0.706)
H (2.767, -1.116, -1.300)

Output
- Relative energy (zero: lowest compared OMol25 entry of this formula, charge and spin): 0.7111 eV
- Total charge: 0
- Frontier orbital gap: 9.62 eV
- DFT total energy: -668.924135 hartree
- Largest force on an atom: 0.033 hartree/bohr
- SMILES: COCSC.O



# 5
ORCA calculation (ωB97M-V/def2-TZVPD) on a cluster of 5 separate species, C5H21N3O5 in total at a distorted geometry.

Geometry (Å):
C (-0.559, 1.281, 1.651)
O (-1.764, 1.993, 1.922)
C (-2.545, 2.224, 0.771)
C (-3.767, 3.059, 1.164)
C (-4.697, 2.245, 2.055)
N (-4.472, 3.578, -0.007)
H (-0.785, 0.242, 1.397)
H (0.038, 1.453, 2.542)
H (-0.047, 1.700, 0.775)
H (-1.964, 2.787, 0.027)
H (-2.854, 1.271, 0.317)
H (-3.393, 3.910, 1.737)
H (-4.179, 2.113, 3.007)
H (-4.852, 1.237, 1.664)
H (-5.651, 2.735, 2.228)
H (-4.623, 2.834, -0.686)
H (-3.916, 4.249, -0.528)
N (3.749, -3.152, -1.215)
C (4.705, -2.681, -2.098)
N (4.282, -2.577, -3.393)
O (5.790, -2.278, -1.728)
H (4.091, -3.316, -0.281)
H (3.043, -3.787, -1.552)
H (3.406, -2.925, -3.737)
H (4.903, -2.118, -4.033)
O (3.353, -2.717, 1.705)
H (3.749, -2.439, 2.537)
H (3.149, -3.649, 1.837)
O (1.864, -0.749, -0.115)
H (2.341, -1.570, -0.290)
H (1.864, -0.666, 0.842)
O (0.243, -1.466, -3.040)
H (-0.628, -1.787, -3.289)
H (0.125, -1.038, -2.185)

Output
- Relative energy (zero: lowest compared OMol25 entry of this formula, charge and spin): 0.0000 eV
- Total charge: 0
- Frontier orbital gap: 9.61 eV
- DFT total energy: -743.582719 hartree
- Largest force on an atom: 0.021 hartree/bohr
- SMILES: COC[C@H](C)N.NC(N)=O.O.O.O



# 6
ORCA calculation (ωB97M-V/def2-TZVPD) on the molecule C2HBrN2O2 at a distorted geometry.

Geometry (Å):
C (-0.092, 0.639, -1.548)
C (-0.563, -0.173, -0.277)
N (0.328, 1.023, -2.525)
N (-0.227, -1.670, -0.470)
O (0.856, -1.908, -1.008)
O (-1.066, -2.342, 0.012)
Br (-2.482, 0.068, 0.042)
H (-0.003, 0.001, 0.716)

Output
- Relative energy (zero: lowest compared OMol25 entry of this formula, charge and spin): 4.2266 eV
- Spin multiplicity: 3
- Total charge: 0
- Frontier orbital gap (spin up / spin down): 8.68 / 6.94 eV
- DFT total energy: -2910.522237 hartree
- Largest force on an atom: 0.203 hartree/bohr